[1]
8
Properties=species:S:1:pos:R:3:forces:R:3 method="wB97M-V/def2-TZVPD" smiles="C=O.C=O" de_lowest_ev=3.0334
O 1.79087 1.32533 -0.36165 -0.4 -3.9 -0.9
C 1.48271 0.21132 -0.84579 -0.8 3.8 -0.1
H 1.48190 -0.78142 -0.34181 0.5 0.6 0.1
H 0.96445 0.26424 -1.86075 0.8 -0.5 0.8
O -1.67680 -1.34879 0.49830 0.9 3.3 1.4
C -1.43853 -0.18360 0.91430 1.0 -4.4 -2.0
H -2.31353 0.47787 0.85772 0.6 0.7 0.6
H -0.29107 0.03505 1.13968 -2.6 0.4 0.0

[2]
28
Properties=species:S:1:pos:R:3:forces:R:3 method="wB97M-V/def2-TZVPD" total_charge=-1 de_lowest_ev=2.9713
F 2.13415 -1.53667 3.06924 -0.2 0.0 -0.1
C 1.85987 -0.61726 -4.70197 0.3 0.8 0.7
C 0.91725 -0.49575 -3.47584 -0.4 -1.0 0.0
O 1.66154 -0.44374 -2.28258 1.3 0.5 0.0
H 1.42282 -0.63113 -5.70042 -0.6 -0.1 0.3
H 2.60787 -1.40993 -4.68537 -0.3 -0.3 0.5
H 2.44926 0.29896 -4.66618 0.2 0.1 -0.1
H 0.24344 -1.33712 -3.31405 -0.2 -0.3 -0.8
H 0.28070 0.38604 -3.54889 0.0 0.3 -0.4
H 1.11468 -0.55891 -1.50202 -0.1 -0.1 -0.1
C 0.59809 4.02869 1.37612 -2.1 -0.5 -1.1
C 1.65380 4.65980 0.51449 1.3 -1.3 0.8
O 2.72234 4.96551 1.38768 1.0 1.1 0.3
H 0.06180 4.65509 2.08895 0.5 0.3 0.0
H 0.89362 3.09591 1.85640 0.7 0.3 0.2
H -0.17785 3.64535 0.71351 -0.4 0.1 -0.2
H 1.46231 5.52370 -0.12199 -0.5 0.1 0.4
H 2.08526 3.88128 -0.11467 -0.6 -0.1 -0.7
H 2.97467 4.12387 1.77441 0.2 0.0 0.2
C -3.02291 -4.09357 1.66757 -0.1 -0.6 0.0
C -3.43582 -3.24664 2.85760 1.5 -0.6 -1.1
O -2.27761 -3.09632 3.68017 -1.2 0.2 0.7
H -2.25875 -3.55102 1.11096 0.0 -0.1 -0.1
H -3.85697 -4.31627 1.00209 -0.1 0.1 -0.1
H -2.60285 -5.03716 2.01583 0.1 0.0 -0.1
H -4.21151 -3.75312 3.43196 0.1 0.3 0.2
H -3.80010 -2.34885 2.35823 -0.2 0.7 0.9
H -1.49914 -2.79078 3.20877 0.0 0.2 -0.4